i:
# C6H12O3

A single C6H12O3 molecule (the ωB97M-V functional and the def2-TZVPD basis, OMol25).

Its SMILES is CC1(C)[C@@H](O)[C@@H]1C(O)O. For the frontier orbital gap, the calculation gives 0.3730 Eh.

Each line ends with the Löwdin charge.
Positions of all 21 atoms, in Å:
C  -2.152  0.042  0.035  -0.030
C  -0.676  0.313  -0.150  -0.418
C  -0.330  0.785  -1.540  -0.037
C  0.112  0.942  0.988  -0.216
O  -0.639  1.255  2.173  -0.021
C  0.283  -0.524  0.700  -0.123
C  1.568  -1.113  0.222  -0.436
O  1.303  -2.181  -0.658  0.009
O  2.372  -0.185  -0.465  -0.004
H  -2.339  -0.689  0.829  0.085
H  -2.589  -0.360  -0.885  0.083
H  -2.683  0.966  0.287  0.089
H  0.711  1.103  -1.644  0.078
H  -0.519  -0.007  -2.271  0.084
H  -0.951  1.648  -1.805  0.091
H  0.921  1.617  0.721  0.154
H  -0.075  1.681  2.840  0.097
H  -0.163  -1.206  1.420  0.157
H  2.137  -1.495  1.076  0.153
H  0.536  -1.903  -1.185  0.095
H  3.173  -0.689  -0.687  0.110



ii:
# C6H12O3

3 unconnected molecules or ions with the total composition C6H12O3 (the ωB97M-V functional and the def2-TZVPD basis, OMol25).

For the frontier orbital gap (spin up / spin down), the calculation gives 0.2683 / 0.2643 Eh.

Each line ends with the Löwdin charge.
Positions of all 21 atoms, in Å:
C  -2.244  -1.158  -0.194  -0.344
C  0.046  -0.160  0.429  -0.269
C  -0.200  -0.320  -0.902  -0.034
C  2.858  1.427  -0.867  -0.057
C  -0.298  1.056  1.216  -0.084
C  2.282  0.085  -0.446  -0.272
O  -2.897  -0.531  0.865  -0.039
O  -2.053  -2.518  0.013  -0.020
O  2.946  -0.899  -0.289  0.045
H  -3.777  -0.929  0.990  0.104
H  -1.608  -2.633  0.864  0.094
H  -2.753  -1.030  -1.151  0.114
H  0.313  -1.046  1.001  0.118
H  0.083  -1.238  -1.399  0.094
H  -0.479  0.535  -1.507  0.094
H  3.953  1.397  -0.904  0.076
H  2.529  2.195  -0.164  0.068
H  2.460  1.686  -1.852  0.074
H  0.543  1.355  1.847  0.079
H  -0.566  1.893  0.570  0.086
H  -1.138  0.833  1.880  0.073



Relative energy of each structure, in hartree: i 0.0000; ii 0.1661.



i:
# C7H15N

2 unconnected molecules or ions with the total composition C7H15N (the ωB97M-V functional and the def2-TZVPD basis, OMol25).

Its SMILES is C/C=C\C.CC(C)=N. For the frontier orbital gap, the calculation gives 0.3616 Eh.

Each line ends with the Löwdin charge.
Positions of all 23 atoms, in Å:
C  0.806  -1.729  -1.567  -0.110
C  1.374  -0.937  -0.425  -0.209
C  1.715  0.370  -0.472  -0.181
C  1.189  1.402  -1.410  -0.093
H  1.598  -2.228  -2.127  0.077
H  0.162  -2.522  -1.186  0.060
H  0.219  -1.108  -2.238  0.061
H  1.930  -1.560  0.268  0.095
H  2.379  0.748  0.295  0.098
H  0.499  0.991  -2.142  0.062
H  2.027  1.849  -1.950  0.077
H  0.678  2.173  -0.832  0.070
C  -1.556  -0.969  0.889  -0.060
C  -0.839  0.270  1.362  -0.471
C  -1.720  1.550  1.138  -0.064
N  -0.024  0.392  2.333  0.115
H  -0.874  -1.817  0.931  0.065
H  -2.425  -1.186  1.509  0.086
H  -1.916  -0.831  -0.130  0.077
H  -2.655  1.352  1.660  0.069
H  -1.953  1.723  0.089  0.064
H  -1.282  2.422  1.614  0.065
H  0.668  -0.353  2.390  0.044



ii:
# C7H15N

2 unconnected molecules or ions with the total composition C7H15N (the ωB97M-V functional and the def2-TZVPD basis, OMol25).

For the frontier orbital gap, the calculation gives 0.1322 Eh.

Each line ends with the Löwdin charge.
Positions of all 23 atoms, in Å:
C  1.201  -3.144  1.370  -0.244
C  2.015  -2.557  0.277  -0.166
C  -2.268  0.595  0.804  0.079
N  -0.102  -0.561  -0.902  0.100
C  -0.289  0.810  -0.694  -0.285
C  -1.402  1.346  -0.044  -0.365
C  -1.462  2.826  -0.147  -0.091
C  0.779  1.734  -1.326  -0.047
H  1.865  -3.960  0.931  0.056
H  0.139  -3.488  1.323  0.050
H  1.190  -2.915  2.514  0.092
H  2.546  -1.713  0.633  0.003
H  2.682  -3.218  -0.365  0.055
H  -3.340  1.056  0.971  0.098
H  -1.808  -0.353  1.120  0.047
H  -1.004  -1.049  -0.920  0.100
H  0.566  -1.012  -0.318  0.019
H  -1.184  3.286  -1.129  0.079
H  -2.526  3.097  -0.085  0.083
H  -0.768  3.203  0.604  0.095
H  0.396  2.502  -2.044  0.079
H  1.319  2.366  -0.603  0.083
H  1.457  1.150  -1.972  0.079



Relative energy of each structure, in hartree: i 0.0000; ii 0.2423.



i:
# C7H15N

A single C7H15N molecule (the ωB97M-V functional and the def2-TZVPD basis, OMol25).

Its SMILES is C=C(C)CC[C@H](C)N. For the frontier orbital gap, the calculation gives 0.3617 Eh.

Each line ends with the Löwdin charge.
Positions of all 23 atoms, in Å:
C  2.435  -1.785  -0.956  0.025
C  1.217  -1.289  -1.106  -0.369
C  0.142  -2.023  -1.913  -0.058
C  0.813  0.067  -0.570  -0.192
C  -0.503  0.103  0.163  -0.193
C  -0.554  1.176  1.261  -0.481
C  -1.895  1.147  2.004  -0.080
N  -0.273  2.472  0.686  0.042
H  2.695  -2.772  -1.330  0.060
H  3.211  -1.243  -0.447  0.052
H  -0.540  -1.278  -2.311  0.071
H  -0.335  -2.698  -1.199  0.081
H  0.533  -2.649  -2.702  0.069
H  1.657  0.411  0.027  0.108
H  0.884  0.753  -1.423  0.124
H  -0.797  -0.848  0.617  0.117
H  -1.364  0.234  -0.511  0.118
H  0.221  0.926  1.981  0.133
H  -1.809  1.830  2.854  0.072
H  -2.695  1.508  1.337  0.075
H  -2.270  0.149  2.262  0.072
H  -0.913  2.686  -0.057  0.080
H  0.141  3.122  1.330  0.074



ii:
# C7H15N

A molecular structure, C7H15N (the ωB97M-V functional and the def2-TZVPD basis, OMol25).

For the frontier orbital gap, the calculation gives 0.3390 Eh.

Each line ends with the Löwdin charge.
Positions of all 23 atoms, in Å:
C  -2.508  -0.681  -0.045  -0.157
C  -1.669  0.727  0.189  -0.101
C  -0.321  0.636  0.074  -0.370
C  0.040  2.006  -0.237  -0.137
C  0.832  -0.377  0.063  -0.640
C  1.934  0.101  -0.754  -0.130
C  0.493  -1.805  -0.223  -0.073
H  -3.817  -0.675  0.445  0.143
H  -2.441  -1.359  -0.999  0.056
H  -2.144  -1.528  0.654  0.028
H  -2.480  1.441  0.290  0.090
H  -0.674  2.802  -0.717  0.109
H  0.906  1.821  -1.023  0.093
H  0.406  2.605  0.784  0.129
H  1.679  -0.077  -1.733  0.070
H  2.553  -0.870  -0.637  0.123
H  2.585  0.953  -0.567  0.095
H  1.274  -2.628  -0.380  0.096
H  -0.498  -1.701  -0.950  0.111
H  0.020  -2.378  0.763  0.127
H  2.187  0.558  1.344  0.082
H  0.293  0.584  2.111  0.237
N  1.348  -0.156  1.547  0.016



Relative energy of each structure, in hartree: i 0.0000; ii 0.2719.